Density functional theory data (wB97M-V/def2-TZVPD) for a structure of composition C14H16N3O3PtSe4 in a non-equilibrium geometry.

The calculation puts the gap between HOMO and LUMO (alpha / beta) at 4.1 / 4.2 eV. As for the net charge: -1. For the calculated total energy, the calculation gives -10658.20686 hartree. As for the HOMO energy (alpha / beta): -3.14 / -3.18 eV. For the LUMO energy (alpha / beta), the calculation gives 0.96 / 1.06 eV.

Each line ends with the Löwdin charge.
Cartesian coordinates (Å):
Pt  -0.06  0.42  -0.24  0.34
Se  1.36  2.29  -0.67  0.02
Se  -0.55  0.40  2.26  -0.05
Se  -0.46  2.57  2.74  -0.13
Se  1.24  3.65  1.14  -0.10
O  1.61  -1.39  0.18  -0.08
O  -2.83  1.25  -0.60  0.02
O  -1.20  -2.79  -1.88  0.04
N  1.98  -3.62  0.13  -0.09
N  -1.73  -0.71  -1.03  -0.04
N  3.44  -2.13  -0.92  -0.09
C  4.49  -3.11  -1.00  -0.18
C  -5.14  -0.14  -2.29  -0.01
C  3.77  -0.77  -1.29  -0.05
C  -1.96  -1.84  -1.74  -0.47
C  2.32  -2.33  -0.16  -0.48
C  -5.33  -2.21  -3.52  -0.10
C  2.92  -4.71  0.07  -0.17
C  3.88  -4.51  -1.10  -0.16
C  -3.33  -1.73  -2.35  -0.09
C  -4.04  -2.59  -3.16  -0.02
C  0.69  -3.84  0.72  -0.03
C  -3.86  -0.52  -1.92  -0.08
C  -2.80  0.14  -1.10  -0.50
C  -5.87  -1.01  -3.09  -0.10
H  4.41  -0.28  -0.55  0.09
H  0.03  -3.04  0.38  0.07
H  -3.61  -3.52  -3.49  0.11
H  5.09  -2.91  -1.89  0.12
H  -6.88  -0.75  -3.38  0.09
H  4.26  -0.77  -2.26  0.09
H  3.33  -4.59  -2.03  0.12
H  -5.92  -2.86  -4.15  0.09
H  -5.56  0.80  -1.96  0.11
H  4.67  -5.26  -1.08  0.11
H  2.36  -5.64  -0.07  0.12
H  5.16  -3.05  -0.13  0.13
H  3.48  -4.80  1.01  0.12
H  2.84  -0.20  -1.36  0.03
H  0.72  -3.82  1.82  0.09
H  0.29  -4.79  0.38  0.09